(1)
Density functional theory data (the ωB97M-V functional and the def2-TZVPD basis) for a cluster of 2 separate species, C2H9N2O in total.

Summary:
* frontier orbital gap (spin up / spin down): 6.780 / 6.498 eV
* E_tot: -7235.0129 eV
* HOMO level (spin up / spin down): -10.23 / -15.68 eV
* <S²>: 2.008

ORCA input file:
```
! wB97M-V def2-TZVPD RIJCOSX def2/J DEFGRID3
* xyz 1 3
C 2.16540 0.38208 1.17304
C -1.43760 -0.79504 -0.46101
N -0.80037 -0.45990 0.62999
N -2.64568 -0.49184 -0.95245
O -0.71507 -1.44641 -1.37957
H 2.27144 0.24792 0.13012
H 3.12952 0.04232 1.45284
H 1.47620 -0.35603 1.57701
H -1.31094 -0.12248 1.44038
H 0.21887 -0.51839 0.84469
H -3.43968 -0.15887 -0.42344
H 1.96323 1.34250 1.49029
H -2.77053 -0.50512 -1.95696
H 0.25737 -1.61278 -1.28803
*
```

Mulliken atomic charge list, values in e, 2 entries: C -1.134; C 0.546

***

(2)
Density functional theory data (the ωB97M-V functional and the def2-TZVPD basis) for a structure of composition C33H58As3OS3SiV.

Summary:
* frontier orbital gap (spin up / spin down): 5.479 / 5.542 eV
* E_tot: -285774.0847 eV
* HOMO level (spin up / spin down): -15.22 / -15.22 eV
* <S²>: 0.774

ORCA input file:
```
! wB97M-V def2-TZVPD RIJCOSX def2/J DEFGRID3
* xyz 3 2
V 0.32260 0.68896 -0.31505
C 3.75641 1.34581 -2.80722
C 3.95726 0.68358 -1.45349
S 2.73961 0.90797 -0.11049
C 2.86514 2.61104 0.51707
C 1.86289 3.64325 -0.00095
S 0.37907 3.02462 -0.85847
C 0.82188 2.58640 -2.58540
C 1.90659 3.39766 -3.27664
S 3.61123 3.14827 -2.72344
H 2.90510 0.93273 -3.34844
H 4.64057 1.11678 -3.40511
H 4.88933 1.01832 -0.99403
H 4.03706 -0.40162 -1.55362
H 3.88855 2.93696 0.33543
H 2.73844 2.47699 1.59253
H 2.32748 4.37111 -0.66076
H 1.42547 4.18118 0.84242
H -0.11871 2.72393 -3.11978
H 1.06628 1.51306 -2.63799
H 1.72196 4.46791 -3.16758
H 1.84356 3.17706 -4.34358
C -3.13201 1.85780 -0.46055
As -2.01009 0.56073 -1.35170
C -2.31455 0.96723 -3.21965
C -2.83458 -1.13553 -0.87141
C -2.37210 -2.45564 -1.51465
C -3.31255 -3.52303 -0.92023
C -0.95609 -2.85133 -1.07320
As 0.56701 -1.65413 -1.31283
C 1.96286 -2.66745 -0.44234
C 1.12152 -1.62650 -3.16710
C -2.50420 -2.40835 -3.04385
As -2.58692 -4.16668 -4.01428
C -0.74580 -4.25365 -4.69212
C -3.37464 -3.40720 -5.63356
H -4.15067 1.74406 -0.83153
H -2.77517 2.86184 -0.68514
H -3.11651 1.69638 0.61559
H -3.29442 0.57952 -3.49471
H -1.56136 0.52336 -3.86574
H -2.32061 2.05026 -3.33617
H -3.89686 -0.98999 -1.08632
H -2.73113 -1.18176 0.21722
H -3.32918 -3.46023 0.17013
H -3.00304 -4.52834 -1.20071
H -4.33076 -3.38370 -1.28679
H -0.65982 -3.77660 -1.57554
H -0.94205 -3.05132 0.00238
H 2.12523 -3.58373 -1.00985
H 1.63842 -2.91135 0.56684
H 2.88817 -2.09959 -0.37921
H 1.08729 -2.64082 -3.56022
H 2.14662 -1.25932 -3.21697
H 0.47449 -0.99052 -3.76864
H -1.71960 -1.78825 -3.49488
H -3.46211 -1.94371 -3.29574
H -0.04427 -4.52142 -3.89990
H -0.44639 -3.32337 -5.17771
H -0.71007 -5.05166 -5.43309
H -4.41765 -3.15329 -5.45140
H -3.34326 -4.15932 -6.42027
H -2.83159 -2.52325 -5.97025
C -2.60081 0.06189 3.20262
C -1.27334 -0.56689 3.65327
C -1.21282 -2.01229 3.14825
C -1.19904 -0.55564 5.19478
Si 0.13051 0.52544 3.09134
O -0.06677 0.50872 1.24996
C -0.10653 2.32734 3.42319
C 0.31233 2.85881 4.65034
C 0.10145 4.19659 4.95597
C -0.53166 5.02605 4.04174
C -0.96814 4.51662 2.82461
C -0.75810 3.17923 2.52353
C 1.88395 -0.03541 3.24477
C 2.89891 0.86946 3.58217
C 4.22844 0.47375 3.62065
C 4.57029 -0.83540 3.31479
C 3.58033 -1.75217 2.98100
C 2.25314 -1.35503 2.94984
H -3.43189 -0.48473 3.65383
H -2.72364 -0.00476 2.11698
H -2.69574 1.10725 3.50219
H -2.14012 -2.52576 3.41446
H -0.39974 -2.57874 3.60215
H -1.11386 -2.06130 2.05728
H -2.02136 -1.14691 5.60361
H -1.29851 0.45282 5.60229
H -0.26786 -0.99082 5.56407
H 0.79610 2.22649 5.38619
H 0.42381 4.58810 5.91136
H -0.70062 6.06705 4.28274
H -1.48896 5.15936 2.12608
H -1.13856 2.78822 1.58412
H 2.65087 1.89036 3.84700
H 4.99476 1.18064 3.91054
H 5.60522 -1.14850 3.35774
H 3.84512 -2.78100 2.77302
H 1.49355 -2.09092 2.71219
*
```

Mulliken atomic charge list, values in e, 2 entries: V 0.327; C -0.629

***

(3)
Density functional theory data (the ωB97M-V functional and the def2-TZVPD basis) for the molecule C3H2Cl2N2.

Summary:
* frontier orbital gap: 9.609 eV
* SMILES: Clc1nc[nH]c1Cl
* E_tot: -31168.2083 eV
* HOMO level: -8.95 eV

ORCA input file:
```
! wB97M-V def2-TZVPD RIJCOSX def2/J DEFGRID3
* xyz 0 1
Cl -2.32403 0.31123 1.57703
C -0.90818 -0.05867 0.67464
N -0.04410 -1.09838 0.98211
C 0.96326 -0.97849 0.10630
N 0.76026 0.13832 -0.68686
C -0.43972 0.72191 -0.33602
Cl -1.20100 2.19138 -0.92398
H 1.81094 -1.65540 0.04099
H 1.38256 0.42810 -1.43421
*
```

Mulliken atomic charge list, values in e, 2 entries: Cl -0.179; C 0.364

***

(4)
Density functional theory data (the ωB97M-V functional and the def2-TZVPD basis) for a structure of composition C30H48IrP2S.

Summary:
* frontier orbital gap (spin up / spin down): 5.742 / 5.504 eV
* E_tot: -64119.2648 eV
* HOMO level (spin up / spin down): -11.39 / -14.03 eV
* <S²>: 8.779

ORCA input file:
```
! wB97M-V def2-TZVPD RIJCOSX def2/J DEFGRID3
* xyz 2 6
Ir -0.18572 -0.57238 0.41538
C -0.62940 -2.01790 1.92100
C 0.78641 -2.15212 1.49426
C 0.71463 -0.87993 3.45459
C -0.60953 -1.26563 3.17368
C 1.58135 -1.45163 2.49918
C -1.68310 -3.00901 1.56946
H -1.40252 -3.59288 0.69027
H -2.64348 -2.50807 1.39235
H -1.82025 -3.71572 2.39878
C -1.78518 -1.15419 4.05478
H -2.66150 -0.79098 3.49720
H -1.59458 -0.46697 4.88799
H -2.06757 -2.12738 4.49406
C 1.14606 -0.10146 4.64823
H 0.97409 -0.65234 5.58474
H 0.59140 0.84440 4.71313
H 2.21221 0.14466 4.59025
C 3.05303 -1.59276 2.61562
H 3.32058 -2.36220 3.36153
H 3.54823 -0.66574 2.93378
H 3.49666 -1.90357 1.66025
C 1.30929 -3.35818 0.77418
H 1.66583 -4.10655 1.49783
H 2.15731 -3.08368 0.13469
H 0.53328 -3.83413 0.17282
C -1.76074 0.48119 -4.06740
C -1.79105 -0.88383 -3.96929
C -1.02600 -1.78677 -4.89076
C 0.48082 -1.43471 -5.02452
C 1.08879 -0.76343 -3.82586
C 1.07500 0.56559 -3.62988
C 0.50731 1.52241 -4.64174
C -0.95036 1.21974 -5.08677
H -1.48216 -1.75881 -5.89716
H 0.61760 -0.83346 -5.93668
H -1.13585 -2.82165 -4.53231
H -0.91728 0.67635 -6.04637
H -2.57888 1.05880 -3.61321
H -2.66408 -1.35380 -3.50364
H -1.45848 2.17490 -5.31157
H 0.56405 2.54811 -4.24956
H 1.77042 1.01113 -2.92174
H 1.13175 1.51997 -5.55567
H 1.03112 -2.36928 -5.21377
H 1.73829 -1.40129 -3.22288
P -1.26425 -0.19867 -1.57209
P 1.46242 0.91237 -0.06102
C -0.87902 1.71858 -1.55575
C 0.47787 2.17103 -0.98881
H -1.71314 2.17910 -1.00354
H -0.95285 2.05134 -2.59433
H 1.13810 2.57760 -1.76915
H 0.28970 2.99762 -0.29668
C 2.31229 1.70060 1.32552
H 2.85807 0.94148 1.89936
H 1.60144 2.20074 1.99378
H 3.02619 2.44153 0.93383
C 2.78488 0.00786 -0.90354
H 3.40965 0.70017 -1.47936
H 2.35368 -0.74259 -1.56984
H 3.40285 -0.50835 -0.15701
C -3.03541 -0.40280 -1.11852
H -3.15565 -1.28434 -0.47289
H -3.62158 -0.56210 -2.02943
H -3.42681 0.47192 -0.58600
C -0.82724 -2.02925 -1.76418
H -0.29292 -2.41588 -0.87696
H -0.16236 -2.18747 -2.61553
H -1.74940 -2.60423 -1.89768
S -1.63437 1.15798 1.38766
C -1.10657 2.35918 2.53498
C -1.47527 2.20410 3.88621
C -0.96882 3.06195 4.85703
C -0.13094 4.12254 4.48924
C 0.12574 4.36573 3.13650
C -0.43376 3.54317 2.15924
H -2.16315 1.40205 4.14111
H -1.22516 2.90778 5.90518
H 0.33193 4.75633 5.24798
H 0.75501 5.20254 2.82374
H -0.35891 3.78553 1.10168
*
```

Mulliken atomic charge list, values in e, 2 entries: Ir -0.332; C 2.261

***

(5)
Density functional theory data (the ωB97M-V functional and the def2-TZVPD basis) for the molecule C2H2N4.

Summary:
* frontier orbital gap: 8.015 eV
* E_tot: -8059.7180 eV
* HOMO level: -9.28 eV

ORCA input file:
```
! wB97M-V def2-TZVPD RIJCOSX def2/J DEFGRID3
* xyz 0 1
C -1.38111 -0.35104 -0.08943
N -0.99208 0.81744 -0.22808
N -0.00416 1.61563 -0.04884
N 1.19567 1.02650 -0.23009
C 1.13622 -0.24526 0.26249
N 0.33729 -1.16683 0.60002
H -2.04011 -0.76972 -0.87496
H 1.92718 -0.88501 0.74345
*
```

Mulliken atomic charge list, values in e, 2 entries: C -0.035; N 0.202

***

Result set for ΔE to the lowest compared entry with this formula, charge and spin: 0.0; 15.6; 22.7; 269.8; 618.8 kJ/mol, one per record in the order listed.